Record 1
{"formula": "C12H25N5O3", "method": "ωB97M-V/def2-TZVPD", "smiles": "[H]/N=C(/N)NCCC[C@H](NC(=O)[C@@H](N)[C@@H](C)CC)C(=O)O", "e_homo_ev": -8.9, "homo_lumo_gap_ev": 9.31, "lumo_ha": 0.0150, "total_energy_ev": -26436.395, "elements": ["O", "O", "O", "N", "N", "N", "N", "N", "C", "C", "C", "C", "C", "C", "C", "C", "C", "C", "C", "C", "H", "H", "H", "H", "H", "H", "H", "H", "H", "H", "H", "H", "H", "H", "H", "H", "H", "H", "H", "H", "H", "H", "H", "H", "H"], "coordinates": [[-2.418, -1.062, 2.273], [-0.984, 0.865, 2.257], [0.946, 1.128, 0.791], [-3.917, 0.380, -0.764], [0.360, -0.982, 0.460], [-4.962, 1.275, 1.269], [-4.955, 2.483, -0.568], [2.813, -2.158, 0.952], [1.287, -0.087, 0.530], [-4.640, 1.241, 0.063], [5.057, 2.143, -0.401], [-2.975, -1.781, -1.230], [3.669, -0.076, -1.446], [-1.569, -0.248, 1.739], [2.641, -0.673, 0.809], [3.733, -0.019, 0.061], [3.937, 1.575, 0.562], [-1.719, -1.892, -0.238], [-1.086, -0.652, 0.265], [-4.254, -1.031, -0.745], [4.359, 2.181, -1.468], [5.712, 3.221, -0.360], [2.616, 0.104, -1.957], [3.026, 2.254, 0.351], [-5.593, 3.093, 0.037], [3.588, -2.422, 1.621], [-2.554, -1.234, -2.138], [-4.472, 0.576, 1.966], [-5.021, -1.270, -1.756], [5.921, 1.532, -0.695], [-1.094, 0.413, -0.280], [4.007, 2.076, 1.689], [-3.056, -2.926, -1.513], [-2.142, -2.383, 0.605], [2.686, -0.013, 1.942], [0.499, -1.917, 0.763], [4.420, 0.317, -2.113], [3.812, -1.195, -1.694], [2.919, -2.748, 0.091], [-0.966, -2.758, -0.666], [-4.652, -1.002, 0.282], [-0.338, 1.168, 1.617], [-5.330, 2.407, -1.511], [-3.853, 0.742, -1.834], [4.543, -0.645, 0.383]]}

Record 2
{"formula": "C12H25N5O8P", "method": "ωB97M-V/def2-TZVPD", "e_homo_ev": -12.3, "homo_lumo_gap_ev": 9.60, "lumo_ha": -0.0978, "total_energy_ev": -45968.421, "charge": 1, "elements": ["P", "O", "O", "O", "O", "O", "O", "O", "O", "N", "N", "N", "N", "N", "C", "C", "C", "C", "C", "C", "C", "C", "C", "C", "C", "C", "H", "H", "H", "H", "H", "H", "H", "H", "H", "H", "H", "H", "H", "H", "H", "H", "H", "H", "H", "H", "H", "H", "H", "H", "H"], "coordinates": [[-1.243, 3.746, 0.828], [-0.717, 3.561, 2.197], [-0.384, 4.830, -0.013], [-1.305, 5.919, -2.423], [-0.603, -4.252, -0.464], [2.244, -1.827, 0.435], [-2.757, 4.154, 0.975], [-1.167, 2.367, 0.052], [-1.265, 7.956, -1.439], [-0.329, -0.004, 1.453], [1.172, -0.908, 2.929], [2.384, -3.938, -0.312], [0.635, 1.240, 3.106], [0.381, -3.384, -2.299], [-1.165, 6.744, -1.356], [1.150, -2.282, -1.666], [-1.015, -1.087, -0.694], [1.978, -2.669, -0.421], [-0.856, 6.126, -0.037], [0.482, 0.103, 2.489], [-0.431, -4.249, -1.676], [3.166, -4.491, 0.795], [-0.988, 6.849, 1.137], [-1.141, -5.258, -2.547], [-0.826, -1.246, 0.821], [0.284, -1.003, -1.522], [-2.724, 4.792, 1.699], [-1.628, -1.906, -1.063], [-0.005, -0.702, -2.530], [-1.807, -4.741, -3.236], [3.743, -5.351, 0.449], [-0.178, -2.097, 1.025], [0.114, 2.065, 2.810], [-1.725, -5.925, -1.913], [1.928, -2.013, -2.382], [0.440, -3.475, -3.304], [2.069, -4.577, -1.024], [1.314, -1.654, 2.259], [-1.334, 7.881, 1.122], [-1.587, -0.176, -0.870], [-1.538, 2.621, -0.805], [-0.411, -5.842, -3.106], [-1.458, 6.514, -3.175], [-1.800, -1.481, 1.256], [2.497, -4.813, 1.596], [-0.702, 6.446, 2.104], [1.808, -0.802, 3.692], [0.902, -0.196, -1.126], [1.252, 1.315, 3.889], [3.857, -3.741, 1.188], [-0.709, 0.863, 1.095]]}

Record 3
{"formula": "C12H26BF4N10O4", "method": "ωB97M-V/def2-TZVPD", "e_homo_ev": -5.6, "homo_lumo_gap_ev": 8.12, "lumo_ha": 0.0914, "total_energy_ev": -47515.565, "charge": -1, "elements": ["F", "F", "F", "F", "O", "O", "O", "O", "N", "N", "N", "N", "N", "N", "N", "N", "N", "N", "C", "C", "C", "C", "C", "C", "C", "C", "C", "C", "C", "C", "B", "H", "H", "H", "H", "H", "H", "H", "H", "H", "H", "H", "H", "H", "H", "H", "H", "H", "H", "H", "H", "H", "H", "H", "H", "H", "H"], "coordinates": [[0.174, -0.309, 1.510], [1.745, -0.875, -0.036], [-0.356, -0.132, -0.699], [1.154, 1.312, 0.245], [1.925, 6.089, 0.552], [-3.226, -1.380, -1.922], [-2.869, 3.805, 0.347], [-2.279, -2.681, 4.915], [-3.088, -3.249, -3.201], [-1.414, 2.784, -1.007], [1.334, -3.292, 0.846], [-1.841, 1.807, 0.996], [2.050, 1.134, -3.116], [2.151, 3.829, 0.320], [-1.259, -2.482, -2.069], [-2.583, -0.790, 6.148], [0.427, 4.699, 1.506], [-1.612, -0.666, 4.105], [-2.139, 2.840, 0.134], [1.082, -5.223, 2.032], [1.362, 2.294, -3.459], [1.320, -5.516, 0.679], [-2.586, -2.365, -2.316], [1.531, -4.346, -0.005], [2.962, 0.917, -4.086], [1.544, 4.937, 0.784], [2.074, 2.881, -4.501], [3.041, 1.958, -4.994], [-2.174, -1.470, 5.062], [0.872, -3.836, 2.024], [0.687, 0.002, 0.263], [1.872, 3.875, -4.872], [3.627, 0.069, -4.010], [2.995, 3.800, -0.219], [-1.574, 0.964, 0.506], [-0.768, -1.845, -1.464], [1.338, -6.483, 0.197], [-2.674, -4.159, -3.279], [1.438, -2.309, 0.563], [-1.258, 3.598, -1.567], [-1.620, 0.329, 4.220], [1.984, 0.616, -2.257], [0.490, -3.122, 2.738], [-2.029, 1.816, 1.978], [0.937, -5.937, 2.825], [1.654, 2.947, 0.361], [-3.985, -3.003, -3.579], [0.082, 3.782, 1.727], [-0.082, 5.524, 1.767], [3.810, 2.039, -5.742], [1.926, -4.213, -1.001], [-3.057, 0.095, 6.098], [-0.809, 1.995, -1.128], [-2.841, -1.287, 6.983], [-0.855, -3.331, -2.421], [-1.242, -1.078, 3.265], [0.635, 2.641, -2.746]]}

Record 4
{"formula": "C12H26BrNO7", "method": "ωB97M-V/def2-TZVPD", "smiles": "CCC[C@@H](N)[C@H](Br)OC.COC(=O)OC.COC(=O)OC", "e_homo_ev": -9.5, "homo_lumo_gap_ev": 10.13, "lumo_ha": 0.0230, "total_energy_ev": -98730.769, "elements": ["Br", "O", "O", "O", "O", "O", "O", "O", "N", "C", "C", "C", "C", "C", "C", "C", "C", "C", "C", "C", "C", "H", "H", "H", "H", "H", "H", "H", "H", "H", "H", "H", "H", "H", "H", "H", "H", "H", "H", "H", "H", "H", "H", "H", "H", "H", "H"], "coordinates": [[2.305, 1.265, -2.519], [-2.738, -1.002, -3.211], [-3.852, -1.345, -5.144], [1.408, -1.302, 4.706], [1.150, 3.066, -0.766], [2.267, 0.233, 6.121], [3.467, -0.409, 4.443], [-1.718, -1.692, -5.101], [2.273, 0.833, 0.747], [0.587, -0.609, -0.339], [0.246, 4.006, -1.330], [-0.653, -1.135, 0.386], [-1.864, -0.213, 0.277], [0.932, 1.765, -1.154], [-0.472, -1.687, -4.388], [2.296, -0.563, 5.050], [1.004, 0.818, 0.038], [3.625, -1.206, 3.257], [-5.062, -0.966, -4.475], [-2.767, -1.317, -4.374], [1.053, 0.155, 6.877], [1.185, 0.850, 7.701], [-1.774, 0.694, 0.876], [3.572, -2.265, 3.505], [4.609, -0.950, 2.875], [0.898, -0.857, 7.245], [0.337, 4.027, -2.420], [0.406, -0.676, -1.418], [-5.261, -1.637, -3.642], [-0.425, -1.341, 1.436], [-0.241, -0.685, -4.031], [-2.774, -0.723, 0.598], [1.438, -1.262, -0.130], [0.268, 1.240, 0.730], [-0.910, -2.095, -0.070], [2.857, -0.947, 2.532], [-0.784, 3.777, -1.045], [-5.839, -1.042, -5.228], [-0.002, 1.644, -1.706], [-4.983, 0.053, -4.099], [3.041, 0.651, 0.108], [-2.022, 0.073, -0.768], [0.268, -2.018, -5.109], [0.521, 4.979, -0.930], [-0.519, -2.367, -3.539], [0.202, 0.441, 6.262], [2.444, 1.740, 1.166]]}

Record 5
{"formula": "C12H26Cl6O8P", "method": "ωB97M-V/def2-TZVPD", "e_homo_ev": -5.5, "homo_lumo_gap_ev": 7.96, "lumo_ha": 0.0902, "total_energy_ev": -113674.517, "charge": -1, "elements": ["Cl", "Cl", "Cl", "Cl", "Cl", "Cl", "P", "O", "O", "O", "O", "O", "O", "O", "O", "C", "C", "C", "C", "C", "C", "C", "C", "C", "C", "C", "C", "H", "H", "H", "H", "H", "H", "H", "H", "H", "H", "H", "H", "H", "H", "H", "H", "H", "H", "H", "H", "H", "H", "H", "H", "H", "H"], "coordinates": [[6.226, 3.233, -2.243], [0.224, 4.675, -0.029], [0.487, 2.279, 2.624], [1.243, 6.208, -2.325], [2.894, 0.858, 3.609], [5.319, 1.554, -0.027], [-1.308, -2.940, 3.928], [-1.313, -0.514, -5.021], [1.500, -0.312, -0.517], [-1.476, -4.278, 4.455], [-1.016, -2.833, 2.407], [-2.582, -2.000, 4.139], [-0.110, -2.112, 4.528], [-0.301, -2.179, -3.930], [2.089, 1.206, -2.075], [-0.237, -1.100, -4.445], [-0.751, -1.557, 1.793], [5.010, 2.042, -1.716], [-2.565, -1.085, -4.631], [0.989, -0.262, -4.579], [1.834, 1.163, 2.235], [-2.996, -0.603, -3.259], [-0.147, 1.183, -1.294], [1.275, 0.626, -1.308], [0.895, 4.599, -1.664], [0.015, -1.898, 5.926], [-3.640, -2.376, 5.015], [1.363, -0.299, -5.606], [-0.510, -2.669, 6.499], [2.410, 1.632, 1.454], [-2.525, -2.176, -4.676], [-0.923, 0.440, -1.095], [5.052, 1.161, -2.336], [0.149, 4.119, -2.278], [-0.436, 1.707, -2.207], [-4.563, -1.941, 4.630], [-0.172, 1.866, -0.440], [-3.479, -2.023, 6.033], [1.822, 4.045, -1.633], [-0.391, -0.918, 6.178], [1.069, -1.957, 6.181], [-3.778, -3.459, 5.027], [-3.073, 0.479, -3.175], [4.036, 2.504, -1.742], [0.204, -1.614, 1.271], [-1.515, -1.324, 1.053], [0.768, 0.778, -4.342], [-0.704, -0.730, 2.502], [1.391, 0.245, 1.898], [1.778, -0.581, -3.906], [-2.275, -0.924, -2.503], [-3.322, -0.828, -5.378], [-3.933, -1.108, -3.004]]}

Record 6
{"formula": "C12H26ClN5O6STi", "method": "ωB97M-V/def2-TZVPD", "e_homo_ev": -14.4, "homo_lumo_gap_ev": 6.03, "lumo_ha": -0.3094, "total_energy_ev": -79054.575, "charge": 2, "elements": ["Ti", "Cl", "S", "O", "O", "O", "O", "O", "O", "N", "N", "N", "N", "N", "C", "C", "C", "C", "C", "C", "C", "C", "C", "C", "C", "C", "H", "H", "H", "H", "H", "H", "H", "H", "H", "H", "H", "H", "H", "H", "H", "H", "H", "H", "H", "H", "H", "H", "H", "H", "H", "H"], "coordinates": [[-0.586, -0.372, -0.262], [0.659, 0.485, 1.834], [-2.918, -0.878, -0.866], [0.616, 1.872, 1.764], [1.330, -0.076, 2.910], [-1.084, 1.233, -0.522], [-1.236, 3.462, -0.589], [-0.722, -0.082, 1.747], [1.197, -0.065, 0.548], [0.235, -4.964, -0.103], [-0.159, -2.454, -0.476], [0.197, -0.142, -2.248], [-5.242, 0.303, -0.390], [-3.825, 0.239, 1.401], [-0.333, -4.399, 1.102], [1.027, 1.120, -2.325], [-0.764, 2.465, -1.017], [-5.685, 0.095, -1.765], [0.188, 2.391, -2.203], [1.308, -2.787, -0.492], [1.503, -4.330, -0.400], [-0.799, -3.270, -1.560], [-0.723, -2.909, 0.839], [-4.793, 0.806, 2.336], [-4.071, -0.011, 0.123], [-0.676, -4.786, -1.219], [2.219, -4.566, 0.386], [1.550, 1.144, -3.280], [-1.213, -4.969, 1.396], [-1.645, -5.206, -0.953], [-0.285, -3.046, -2.496], [-6.267, 0.958, -2.078], [0.784, -0.902, -2.583], [1.773, 1.076, -1.534], [-4.423, 0.645, 3.344], [-5.754, 0.301, 2.245], [1.886, -4.738, -1.334], [-0.322, -2.304, 1.645], [-4.829, -0.021, -2.422], [-0.302, -5.337, -2.081], [1.748, -2.407, -1.415], [1.792, -2.294, 0.345], [-4.927, 1.879, 2.184], [-0.557, -0.052, -2.928], [-6.313, -0.793, -1.841], [0.399, -4.470, 1.907], [-1.843, -2.989, -1.661], [-5.914, 0.741, 0.224], [0.843, 3.257, -2.139], [-0.438, 2.522, -3.091], [-2.892, 0.117, 1.738], [-1.806, -2.804, 0.792]]}